# 1
C31H30IrN4O4S3Si | the ωB97M-V functional and the def2-TZVPD basis

Element x y z (Å)
1 Ir 0.03048 -0.47257 0.07054
2 N 3.63955 2.07696 0.41064
3 C 2.41022 1.51839 0.17333
4 S 2.39244 -0.08697 -0.51422
5 N 1.38029 2.23919 0.45798
6 N 0.15847 1.72637 0.16122
7 C -0.83728 2.40665 0.63208
8 C -2.21946 2.11631 0.43893
9 C -3.16275 3.02804 0.94935
10 C -4.51173 2.79131 0.88106
11 C -4.96350 1.59397 0.30805
12 C -4.07443 0.68504 -0.20509
13 C -2.67462 0.91538 -0.18909
14 O -1.89099 0.03730 -0.72663
15 H 4.41690 1.44046 0.41346
16 H 3.64418 2.81158 1.10129
17 H -0.58355 3.26574 1.25245
18 H -2.79012 3.93936 1.40436
19 H -5.21488 3.51772 1.26682
20 H -6.02709 1.38967 0.27084
21 H -4.41641 -0.24009 -0.65215
22 O 1.56288 -7.41693 -0.65139
23 S 0.39468 -6.73430 -1.13388
24 O -0.16106 -7.18347 -2.38042
25 N 0.65410 -5.10148 -1.14986
26 C -0.09399 -4.51311 -0.27238
27 S 0.00078 -2.86968 0.16062
28 C -1.04254 -5.38064 0.48172
29 C -1.98273 -5.02576 1.43493
30 C -2.70379 -6.04116 2.04989
31 C -2.49348 -7.37540 1.71809
32 C -1.56958 -7.72562 0.73965
33 C -0.86612 -6.70842 0.13561
34 H -2.14568 -3.98881 1.69662
35 H -3.43505 -5.78650 2.80637
36 H -3.05351 -8.14874 2.22803
37 H -1.39736 -8.75715 0.46077
38 C 0.98362 -1.66883 6.04664
39 C 0.76591 -1.76332 4.53495
40 C -0.22081 -2.89350 4.23081
41 C 2.10337 -2.05534 3.84558
42 Si 0.04782 -0.15131 3.76768
43 O 0.02846 -0.26303 2.19100
44 C 1.12109 1.32306 4.29821
45 C 2.39415 1.47149 3.74201
46 C 3.20729 2.54425 4.07507
47 C 2.75479 3.51017 4.96435
48 C 1.48829 3.39040 5.51651
49 C 0.68462 2.30656 5.18657
50 C -1.72329 0.11876 4.38813
51 C -2.09358 0.23379 5.72931
52 C -3.41634 0.44525 6.09482
53 C -4.39944 0.54879 5.12022
54 C -4.05375 0.43052 3.78116
55 C -2.73004 0.21521 3.42522
56 H 1.47414 -2.57932 6.41161
57 H 0.03249 -1.57106 6.57621
58 H 1.61689 -0.81570 6.30649
59 H 0.15236 -3.84965 4.61774
60 H -0.36059 -2.98993 3.15452
61 H -1.19774 -2.69954 4.68457
62 H 2.47301 -3.04755 4.12923
63 H 2.85900 -1.31970 4.13420
64 H 1.99742 -2.02912 2.75906
65 H 2.74179 0.73801 3.02181
66 H 4.20027 2.63101 3.64726
67 H 3.38665 4.34963 5.22854
68 H 1.12363 4.14393 6.20511
69 H -0.30787 2.22973 5.61634
70 H -1.33698 0.15930 6.50369
71 H -3.67910 0.53345 7.14286
72 H -5.42996 0.72006 5.40790
73 H -4.81322 0.51237 3.01232
74 H -2.46061 0.12312 2.37897

Cartesian forces (eV/Å) of the 3 atoms listed first:
0.36 0.61 1.04
0.10 -0.04 -0.07
-0.33 -0.11 -0.13

Properties
Molecular weight: 839.1 g/mol
Electronic energy: -90008.258 eV
ΔE to the lowest compared entry with this formula, charge and spin: 47.7 kJ/mol
2S+1: 5
E_LUMO (spin up / spin down): 2.19 / 0.53 eV
Highest occupied orbital energy (spin up / spin down): -4.82 / -5.53 eV
Kohn-Sham gap (spin up / spin down): 0.2577 / 0.2226 hartree
Net charge: -1

***

# 2
C31H30N10O2OsS2Si | the ωB97M-V functional and the def2-TZVPD basis

Element x y z (Å)
1 Os 0.71104 -0.03449 0.07222
2 S 8.18776 -0.63576 0.29262
3 N 7.13608 -0.46733 1.49383
4 C 5.94711 -0.43227 0.92552
5 C 4.68360 -0.29120 1.63120
6 C 4.57303 -0.16091 3.01917
7 C 3.32549 -0.02155 3.58038
8 C 2.20453 -0.02175 2.76286
9 N 2.30012 -0.15707 1.43754
10 C 3.52993 -0.28069 0.86772
11 C 3.56890 -0.40192 -0.58023
12 N 2.36941 -0.37505 -1.21270
13 C 2.34767 -0.50501 -2.53842
14 C 3.50279 -0.64537 -3.29313
15 C 4.72605 -0.65243 -2.66084
16 C 4.76441 -0.53599 -1.27200
17 C 5.98689 -0.54992 -0.48623
18 N 7.20522 -0.67302 -0.97630
19 H 5.47243 -0.16632 3.62532
20 H 3.19523 0.09352 4.64856
21 H 1.21646 0.11060 3.17936
22 H 1.37705 -0.50965 -3.01486
23 H 3.42415 -0.74923 -4.36733
24 H 5.65496 -0.75098 -3.21156
25 N -5.82870 4.54328 0.94537
26 C -4.64284 3.92831 1.18556
27 C -4.46905 3.14182 2.33893
28 C -3.26985 2.52708 2.59695
29 C -2.21416 2.68037 1.69414
30 C -2.36224 3.46261 0.54757
31 C -3.56511 4.07694 0.29304
32 S -0.70597 1.92272 2.00650
33 O -0.46897 1.80585 3.41360
34 O 0.31256 2.52657 1.16696
35 N -0.73330 0.34387 1.37961
36 C -1.08468 -0.71393 2.27289
37 N -2.14994 -0.59492 3.04127
38 C -2.33573 -1.56852 3.93653
39 C -1.46029 -2.63144 4.07107
40 C -0.39202 -2.65957 3.20067
41 N -0.19892 -1.70841 2.28204
42 H -6.58383 4.48073 1.60028
43 H -5.95133 5.14422 0.15446
44 H -5.28956 3.04010 3.03978
45 H -3.13197 1.93435 3.49265
46 H -1.51629 3.61559 -0.11685
47 H -3.68231 4.70837 -0.58215
48 H -3.21185 -1.47665 4.56905
49 H -1.60949 -3.40656 4.80936
50 H 0.33551 -3.46322 3.23132
51 C 0.59713 3.04807 -1.83933
52 C -0.36057 1.96850 -2.22944
53 C -1.22550 2.12377 -3.34271
54 C -2.04825 1.08911 -3.75730
55 C -2.00518 -0.12357 -3.09666
56 C -1.12272 -0.25884 -1.99842
57 N -0.36710 0.82300 -1.57244
58 N -0.82198 -1.35013 -1.32360
59 Si -1.37524 -3.02506 -1.68376
60 C -3.08417 -3.09097 -2.41471
61 C -1.31367 -4.07955 -0.18464
62 C -0.13845 -3.61601 -2.93168
63 H 0.22294 4.02399 -2.14785
64 H 1.54807 2.88417 -2.36286
65 H 0.78659 3.05112 -0.76956
66 H -1.21870 3.06720 -3.87324
67 H -2.70448 1.22395 -4.60919
68 H -2.61240 -0.96258 -3.40982
69 H -3.78076 -2.35713 -1.99439
70 H -3.49751 -4.08238 -2.20353
71 H -3.06093 -2.97371 -3.50285
72 H -2.02503 -3.74828 0.57867
73 H -0.31151 -4.11268 0.24590
74 H -1.59408 -5.09537 -0.49029
75 H -0.22207 -3.05785 -3.87052
76 H -0.35652 -4.66888 -3.14241
77 H 0.89209 -3.54564 -2.56670

Cartesian forces (eV/Å) of the 3 atoms listed first:
-0.44 0.08 0.17
0.75 -0.05 0.02
0.12 -0.02 -0.18

Properties
Molecular weight: 857.1 g/mol
Electronic energy: -83633.629 eV
ΔE to the lowest compared entry with this formula, charge and spin: 21.9 kJ/mol
2S+1: 5
E_LUMO (spin up / spin down): -5.98 / -7.99 eV
Highest occupied orbital energy (spin up / spin down): -12.55 / -12.55 eV
Kohn-Sham gap (spin up / spin down): 0.2413 / 0.1677 hartree
Net charge: +2

***

# 3
C31H30N10OReS3 | the ωB97M-V functional and the def2-TZVPD basis

Element x y z (Å)
1 Re 0.22823 0.66808 -0.14871
2 C -0.64326 -2.20997 3.08296
3 C -0.38556 -1.64641 1.71918
4 N -0.35312 -0.34758 1.56748
5 N -0.76601 0.41952 2.67084
6 C -1.31580 1.52796 2.31786
7 S -1.55351 2.03166 0.63882
8 S -1.91376 2.68463 3.46271
9 C -2.04684 1.68262 5.00479
10 C -3.42878 1.12687 5.19770
11 C -4.35850 1.80276 5.97623
12 C -5.64222 1.29565 6.13492
13 C -6.00296 0.11163 5.51113
14 C -5.07955 -0.56554 4.72669
15 C -3.79845 -0.05802 4.57087
16 C -0.33038 -2.51704 0.55429
17 C -0.11166 -3.89913 0.71653
18 C -0.33899 -4.79292 -0.30058
19 C -0.87286 -4.32836 -1.50407
20 C -1.08435 -2.97831 -1.70288
21 C -0.73990 -2.05331 -0.71569
22 O -0.81504 -0.75078 -1.03807
23 H -1.49481 -1.70670 3.53632
24 H 0.21340 -2.01345 3.73156
25 H -0.84034 -3.27397 3.05076
26 H -1.76735 2.36617 5.80431
27 H -1.29119 0.90576 4.92534
28 H -4.07758 2.72865 6.46619
29 H -6.35933 1.82552 6.74800
30 H -7.00062 -0.28675 5.63933
31 H -5.35953 -1.49075 4.23965
32 H -3.07779 -0.58805 3.95610
33 H 0.25023 -4.26669 1.66691
34 H -0.14245 -5.84597 -0.15656
35 H -1.12048 -5.02825 -2.29205
36 H -1.50274 -2.60145 -2.62897
37 N 2.11104 1.44431 2.66626
38 C 2.07427 2.45291 1.79687
39 N 2.57784 3.61373 2.17364
40 C 2.57938 4.58537 1.26439
41 N 3.00836 5.78558 1.61813
42 N 2.18310 4.43096 -0.03494
43 C 1.66666 3.27592 -0.30115
44 N 1.52212 2.23716 0.56117
45 C 1.17340 3.03312 -1.68221
46 C 1.36998 3.92436 -2.71210
47 C 0.86822 3.60900 -3.96717
48 C 0.17764 2.42011 -4.14732
49 C 0.01256 1.57193 -3.07189
50 N 0.51587 1.87085 -1.86238
51 H 2.57730 1.60288 3.54454
52 H 1.86466 0.50617 2.40645
53 H 3.30632 5.95132 2.56500
54 H 3.02828 6.53089 0.94336
55 H 1.90217 4.84325 -2.51189
56 H 1.00877 4.29022 -4.79592
57 H -0.24266 2.15447 -5.10706
58 H -0.53427 0.64121 -3.14258
59 N 3.69675 -0.62814 -2.87820
60 C 2.59548 -1.00234 -2.23872
61 S 2.44109 -0.50032 -0.57750
62 N 1.69134 -1.74097 -2.85219
63 C 1.79684 -2.27353 -4.18569
64 C 2.85320 -3.10779 -4.52712
65 C 2.92449 -3.61749 -5.81657
66 C 1.93768 -3.30957 -6.74439
67 C 0.87120 -2.49746 -6.38265
68 C 0.79970 -1.97245 -5.10040
69 H 4.39920 -0.11185 -2.37537
70 H 3.90762 -0.97666 -3.80249
71 H 0.86563 -1.98794 -2.32126
72 H 3.59325 -3.38475 -3.78474
73 H 3.74345 -4.27025 -6.08833
74 H 1.99373 -3.71237 -7.74683
75 H 0.09407 -2.26951 -7.10015
76 H -0.03190 -1.34044 -4.81048

Cartesian forces (eV/Å) of the 3 atoms listed first:
-0.15 -0.48 0.13
-0.01 -0.02 -0.07
-0.14 0.01 0.08

Properties
Molecular weight: 841.1 g/mol
Electronic energy: -84209.550 eV
ΔE to the lowest compared entry with this formula, charge and spin: 2.0 kJ/mol
2S+1: 4
E_LUMO (spin up / spin down): -6.00 / -7.12 eV
Highest occupied orbital energy (spin up / spin down): -12.72 / -12.72 eV
Kohn-Sham gap (spin up / spin down): 0.2471 / 0.2057 hartree
Net charge: +2

***

# 4
C31H30N3O3PtS4 | the ωB97M-V functional and the def2-TZVPD basis

Element x y z (Å)
1 Pt -0.78878 -0.02459 0.84113
2 C -1.25072 1.08144 4.85154
3 C -1.09421 1.15435 3.50957
4 N -0.38855 0.29120 2.79363
5 C 0.61924 -0.33744 3.44315
6 C 0.68503 -0.35373 4.87038
7 C -0.38935 0.26737 5.54751
8 C 1.80745 -0.94870 5.50433
9 C 2.84531 -1.41740 4.75962
10 C 2.72426 -1.49476 3.29373
11 C 3.59684 -2.32260 2.48958
12 C 3.18672 -2.57625 1.15744
13 C 2.01220 -2.02829 0.67240
14 N 1.18253 -1.24579 1.35311
15 C 1.54713 -1.03707 2.65906
16 H -1.92968 1.62910 5.43110
17 H -1.65518 1.84505 2.87750
18 H -0.41211 0.26102 6.63974
19 H 1.88531 -0.76647 6.53203
20 H 3.77782 -1.74841 5.25061
21 H 4.50188 -2.82603 2.84618
22 H 3.80301 -3.12237 0.46178
23 H 1.73122 -2.23441 -0.39043
24 C 2.64691 2.46357 -4.73273
25 C 2.84402 1.36447 -3.66706
26 C 3.30674 2.03328 -2.31209
27 C 4.02261 0.50276 -4.26308
28 C 1.52649 0.56082 -3.50477
29 C 0.92144 0.00976 -4.64011
30 C -0.37109 -0.48414 -4.63796
31 C -1.02647 -0.46233 -3.41652
32 S -2.78326 -0.78346 -3.10731
33 C -2.50682 -0.22093 -1.49118
34 N -1.25603 -0.07170 -1.13410
35 C -0.33887 -0.05386 -2.19099
36 C 1.00319 0.30495 -2.22773
37 C -3.49161 0.09628 -0.42489
38 C -4.78480 0.52623 -0.66272
39 C -5.44389 1.24767 0.34814
40 C -4.88429 1.28177 1.65158
41 C -3.63613 0.71561 1.87834
42 C -2.83250 0.27995 0.84389
43 H 3.59833 2.60590 -5.28969
44 H 2.28023 3.45298 -4.41350
45 H 1.84954 2.12448 -5.40897
46 H 4.06988 2.75716 -2.67932
47 H 3.72507 1.29683 -1.63496
48 H 2.50013 2.60132 -1.84562
49 H 4.99482 1.00800 -4.33384
50 H 3.75593 0.10016 -5.25515
51 H 4.20117 -0.41100 -3.65975
52 H 1.53984 0.01353 -5.54867
53 H -0.86818 -0.90973 -5.52829
54 H 1.54491 0.43803 -1.25239
55 H -5.32476 0.35349 -1.63283
56 H -6.36094 1.73100 0.11983
57 H -5.48720 1.75823 2.46884
58 H -3.20467 0.58734 2.88097
59 O 0.06868 3.03734 -2.23636
60 S -0.85497 3.37626 -1.16194
61 O -2.24655 3.05771 -1.32155
62 O -0.54738 4.63773 -0.53454
63 S 0.17060 2.18590 0.47774
64 C -1.21993 -3.46221 0.01085
65 S -1.49318 -2.41473 1.49934
66 C -3.30709 -2.59848 1.72095
67 H -0.22028 -3.94612 0.31136
68 H -1.01812 -2.78560 -0.83944
69 H -2.11196 -4.11877 -0.08445
70 H -3.37770 -2.25264 2.73650
71 H -3.65149 -3.60983 1.69802
72 H -3.91775 -1.97014 1.03345

Cartesian forces (eV/Å) of the 3 atoms listed first:
-0.74 0.43 -0.02
1.22 -0.91 1.37
-1.56 0.44 -2.16

Properties
Molecular weight: 815.9 g/mol
Electronic energy: -89823.090 eV
ΔE to the lowest compared entry with this formula, charge and spin: 128.7 kJ/mol
2S+1: 5
E_LUMO (spin up / spin down): -3.51 / -6.50 eV
Highest occupied orbital energy (spin up / spin down): -8.51 / -11.14 eV
Kohn-Sham gap (spin up / spin down): 0.1840 / 0.1704 hartree
Net charge: +1